{
  "formula": "C4H6O4S",
  "method": "wB97M-V/def2-TZVPD",
  "symbols": ["S", "O", "O", "O", "O", "C", "C", "C", "C", "H", "H", "H", "H", "H", "H"],
  "coordinates": [[-0.892, 0.281, 0.663], [-1.794, -0.856, 0.901], [1.523, 0.756, 1.545], [-1.070, 1.597, 1.305], [0.699, -1.458, 1.818], [0.683, -0.250, 1.300], [-0.661, 0.758, -1.115], [0.974, -1.012, -1.390], [0.137, -0.223, -1.979], [-0.133, 1.798, -0.958], [-0.139, -0.286, -3.036], [0.876, 1.416, 2.083], [-1.719, 0.982, -1.406], [1.708, -1.685, -1.349], [-0.193, -1.819, 1.618]],
  "gap_ev": [7.532, 9.094],
  "de_lowest_kj_mol": 374.9,
  "e_tot_ha": -854.95042,
  "largest_force_ev_per_a": 3.53
}